{"formula": "C81H180F14N16O28S14", "method": "ωB97M-V/def2-TZVPD", "lumo_ev": -2.38, "total_charge": 2, "e_above_lowest_kcal_mol": 0.0, "spin_multiplicity": 1, "homo_energy_ev": -12.60, "elements": ["C", "C", "C", "C", "N", "C", "C", "C", "C", "C", "H", "H", "H", "H", "H", "H", "H", "H", "H", "H", "H", "H", "H", "H", "H", "H", "H", "H", "H", "H", "C", "C", "C", "C", "N", "C", "C", "C", "C", "C", "H", "H", "H", "H", "H", "H", "H", "H", "H", "H", "H", "H", "H", "H", "H", "H", "H", "H", "H", "H", "C", "C", "C", "C", "N", "C", "C", "C", "C", "C", "H", "H", "H", "H", "H", "H", "H", "H", "H", "H", "H", "H", "H", "H", "H", "H", "H", "H", "H", "H", "C", "C", "C", "C", "N", "C", "C", "C", "C", "C", "H", "H", "H", "H", "H", "H", "H", "H", "H", "H", "H", "H", "H", "H", "H", "H", "H", "H", "H", "H", "C", "C", "C", "C", "N", "C", "C", "C", "C", "C", "H", "H", "H", "H", "H", "H", "H", "H", "H", "H", "H", "H", "H", "H", "H", "H", "H", "H", "H", "H", "C", "C", "C", "C", "N", "C", "C", "C", "C", "C", "H", "H", "H", "H", "H", "H", "H", "H", "H", "H", "H", "H", "H", "H", "H", "H", "H", "H", "H", "H", "C", "C", "C", "C", "N", "C", "C", "C", "C", "C", "H", "H", "H", "H", "H", "H", "H", "H", "H", "H", "H", "H", "H", "H", "H", "H", "H", "H", "H", "H", "C", "C", "C", "C", "N", "C", "C", "C", "C", "C", "H", "H", "H", "H", "H", "H", "H", "H", "H", "H", "H", "H", "H", "H", "H", "H", "H", "H", "H", "H", "C", "C", "C", "C", "N", "C", "C", "C", "C", "C", "H", "H", "H", "H", "H", "H", "H", "H", "H", "H", "H", "H", "H", "H", "H", "H", "H", "H", "H", "H", "N", "S", "O", "O", "F", "S", "O", "O", "F", "N", "S", "O", "O", "F", "S", "O", "O", "F", "N", "S", "O", "O", "F", "S", "O", "O", "F", "N", "S", "O", "O", "F", "S", "O", "O", "F", "N", "S", "O", "O", "F", "S", "O", "O", "F", "N", "S", "O", "O", "F", "S", "O", "O", "F", "N", "S", "O", "O", "F", "S", "O", "O", "F"], "coordinates": [[13.7835, 25.5075, 17.7821], [13.0313, 25.4746, 16.4754], [12.8009, 24.0607, 16.1285], [11.7383, 23.6403, 15.1276], [11.7178, 24.2069, 13.7761], [10.6398, 23.4829, 12.9877], [10.2704, 24.4000, 11.8270], [10.5678, 25.8525, 12.3229], [11.2834, 25.6404, 13.6330], [13.0552, 23.9862, 13.1252], [14.0350, 26.5353, 18.0848], [14.7093, 24.9634, 17.7318], [13.0550, 25.0555, 18.5114], [13.4972, 26.0502, 15.7278], [12.0357, 26.0328, 16.6647], [12.3220, 23.6617, 17.1172], [13.8210, 23.6779, 16.0174], [10.7354, 23.9523, 15.4884], [11.6294, 22.5341, 14.9735], [11.0244, 22.4656, 12.8337], [9.7718, 23.4701, 13.5623], [10.8019, 24.2057, 10.8832], [9.1906, 24.2326, 11.5678], [11.2650, 26.1656, 11.5955], [9.7342, 26.5858, 12.3204], [12.1030, 26.3392, 13.7445], [10.6006, 25.7393, 14.4498], [12.9568, 24.0675, 12.0247], [13.3229, 22.9418, 13.3707], [13.8448, 24.6781, 13.5177], [17.6251, 18.9365, 9.4211], [18.9498, 19.6771, 9.3918], [18.8771, 21.0403, 10.1069], [18.7131, 20.7907, 11.6195], [18.7213, 22.0366, 12.4916], [18.2865, 21.6684, 13.8882], [16.8017, 21.4349, 13.8379], [16.4343, 22.4168, 12.7156], [17.7147, 22.9789, 12.0990], [20.0977, 22.6818, 12.4065], [17.7369, 18.0629, 8.7942], [16.8924, 19.5495, 8.9978], [17.3186, 18.6713, 10.4217], [19.2879, 19.7356, 8.3350], [19.6953, 19.1137, 10.0226], [18.0353, 21.6329, 9.7125], [19.8489, 21.5766, 9.9958], [19.5276, 20.1462, 12.0267], [17.7839, 20.2676, 11.8500], [18.5229, 22.5233, 14.4909], [19.0661, 20.8785, 14.2045], [16.3334, 21.6381, 14.8147], [16.5912, 20.4533, 13.4880], [15.8663, 23.2392, 13.0802], [15.7351, 21.8652, 12.0760], [17.9758, 23.9816, 12.4766], [17.6914, 23.0088, 10.9948], [20.9202, 21.9544, 12.2590], [20.3216, 23.2268, 13.3064], [20.0175, 23.4123, 11.6037], [12.9398, 21.2210, 18.8643], [11.5562, 21.6267, 19.4511], [11.4263, 22.3640, 20.8357], [11.9069, 21.5544, 22.0253], [11.6222, 22.2558, 23.3564], [12.4403, 23.4985, 23.4983], [13.0014, 23.4883, 24.9245], [12.2409, 22.4026, 25.6230], [12.0572, 21.3740, 24.5491], [10.1823, 22.5539, 23.5581], [13.4301, 22.1866, 18.5795], [12.7794, 20.6834, 17.9251], [13.6077, 20.7167, 19.6017], [11.0053, 20.6736, 19.5255], [11.0645, 22.2320, 18.6900], [10.3740, 22.6943, 20.9105], [11.9237, 23.2775, 20.7210], [12.9581, 21.3752, 21.9978], [11.2807, 20.6426, 22.0661], [11.7671, 24.3492, 23.3891], [13.1355, 23.6048, 22.6623], [12.8827, 24.4722, 25.4258], [14.0407, 23.2537, 24.9520], [11.2943, 22.5938, 26.1272], [12.7896, 21.9185, 26.4592], [11.2013, 20.7250, 24.7915], [12.9105, 20.8123, 24.3243], [9.8352, 23.4068, 22.9277], [10.0826, 22.8927, 24.5818], [9.6918, 21.6523, 23.2526], [17.0944, 24.3121, 17.9825], [17.4343, 23.3676, 16.8763], [17.4819, 21.8853, 17.3082], [18.2373, 21.6164, 18.5801], [18.4347, 20.1348, 18.8384], [19.2498, 19.8618, 20.0797], [19.7425, 18.4528, 19.8822], [20.1876, 18.5124, 18.4093], [19.3774, 19.6013, 17.7413], [17.0521, 19.4769, 18.9105], [16.2286, 23.9810, 18.6348], [16.9592, 25.3357, 17.6212], [18.0100, 24.3697, 18.6403], [18.4039, 23.8401, 16.4335], [16.6930, 23.4151, 16.0790], [18.0756, 21.4364, 16.5358], [16.5117, 21.4504, 17.2983], [17.7851, 22.0961, 19.4906], [19.2464, 22.0390, 18.5982], [18.6719, 20.2680, 20.8692], [20.0588, 20.5407, 19.9720], [18.9948, 17.6905, 20.1268], [20.5707, 18.2294, 20.5903], [20.0762, 17.6125, 17.7981], [21.3244, 18.6958, 18.3014], [18.8678, 19.2810, 16.8607], [19.9600, 20.4355, 17.3782], [16.4047, 20.0145, 19.6383], [17.1228, 18.4213, 19.1047], [16.6419, 19.5637, 17.9135], [15.4438, 31.6244, 16.0284], [16.6168, 30.7450, 16.3082], [17.9124, 31.0308, 15.4173], [17.6911, 30.3024, 14.1706], [18.8371, 30.4261, 13.1793], [20.1236, 29.9531, 13.6790], [20.3038, 28.5337, 13.2382], [19.8122, 28.5801, 11.7874], [18.6179, 29.4765, 11.9549], [19.0625, 31.7519, 12.6999], [14.5736, 31.4124, 16.7148], [15.0129, 31.4871, 14.9989], [15.7429, 32.7197, 16.0810], [16.3083, 29.7308, 16.1499], [16.8641, 30.9036, 17.4055], [18.7729, 30.5736, 15.9816], [18.1471, 32.1189, 15.3173], [16.7999, 30.5525, 13.6313], [17.7459, 29.1985, 14.3839], [20.9529, 30.5978, 13.2533], [20.2476, 30.1132, 14.7389], [21.3605, 28.3081, 13.3172], [19.7316, 27.8726, 13.8670], [20.4563, 29.1575, 11.0670], [19.4602, 27.5842, 11.4380], [18.5357, 30.1513, 11.1105], [17.7016, 28.9179, 12.0959], [19.7469, 31.8392, 11.8324], [19.5502, 32.3080, 13.5158], [18.1370, 32.2980, 12.4566], [29.0187, 22.1576, 13.7578], [27.5409, 22.4001, 13.6508], [26.8550, 21.9947, 14.9600], [26.9711, 20.5408, 15.2457], [26.0635, 20.1364, 16.3131], [25.9199, 18.5544, 16.1982], [24.4900, 18.2847, 16.6351], [23.7198, 19.5849, 16.7359], [24.6154, 20.6181, 16.0422], [26.5142, 20.3805, 17.6821], [29.5101, 22.7336, 14.5917], [29.5299, 22.4247, 12.8500], [29.2941, 21.0990, 13.8356], [26.9989, 21.7978, 12.9067], [27.2255, 23.4879, 13.4745], [25.8360, 22.3531, 14.8406], [27.1593, 22.4946, 15.9204], [28.0205, 20.4171, 15.5227], [26.6416, 19.8534, 14.4136], [26.5743, 18.0413, 16.8713], [25.9265, 18.1857, 15.1821], [24.4592, 17.7680, 17.5849], [24.0095, 17.6503, 15.8916], [23.5204, 19.8464, 17.7751], [22.7815, 19.6218, 16.2052], [24.5531, 21.6290, 16.5134], [24.4853, 20.7383, 14.9219], [26.2454, 21.3771, 18.0996], [27.6185, 20.2644, 17.6309], [26.1728, 19.5522, 18.3069], [18.8380, 16.9877, 26.7968], [18.8854, 18.4310, 26.2793], [19.9666, 18.6664, 25.2628], [20.1903, 20.1650, 25.2121], [21.1999, 20.7557, 24.2579], [21.2914, 22.2134, 24.4243], [21.9196, 22.7140, 22.9786], [21.4005, 21.6742, 21.9806], [20.8311, 20.5160, 22.8224], [22.5975, 20.1328, 24.3366], [18.1649, 16.9217, 27.6561], [19.8053, 16.6058, 27.0491], [18.5068, 16.2769, 26.0788], [19.0771, 19.1419, 27.0780], [17.9761, 18.6554, 25.7588], [19.6032, 18.2923, 24.2431], [20.8678, 18.1852, 25.6422], [20.5429, 20.4515, 26.1822], [19.2457, 20.6674, 24.9331], [21.6942, 22.5203, 25.4015], [20.2863, 22.6361, 24.4447], [23.0014, 22.8946, 22.9571], [21.4321, 23.6287, 22.7356], [22.1254, 21.2430, 21.3014], [20.6042, 22.1301, 21.3857], [21.1369, 19.5206, 22.4706], [19.6776, 20.5336, 22.8177], [23.0534, 20.3517, 25.3273], [23.1672, 20.5965, 23.5531], [22.3589, 19.0123, 24.0894], [18.9893, 27.4569, 19.2345], [19.1250, 27.1028, 20.6959], [18.0982, 27.8657, 21.5473], [18.3084, 27.5953, 22.9700], [17.1379, 27.9293, 23.9921], [17.0582, 29.4900, 24.0049], [18.1972, 29.9081, 24.9380], [18.6569, 28.6651, 25.7802], [17.6056, 27.6283, 25.3464], [15.8877, 27.1536, 23.6463], [18.0429, 27.0887, 18.8792], [19.8871, 26.9706, 18.8222], [18.9944, 28.5013, 19.0435], [20.1463, 27.3393, 21.0440], [19.0492, 26.0124, 20.8481], [17.1725, 27.6449, 21.0697], [18.1358, 28.9306, 21.3398], [19.2812, 28.0633, 23.3619], [18.3558, 26.5295, 23.0050], [16.0941, 29.6821, 24.5015], [17.1559, 29.8778, 23.0078], [17.7955, 30.7094, 25.6178], [19.0580, 30.3114, 24.4039], [18.5584, 28.9077, 26.8285], [19.7440, 28.4328, 25.6461], [16.7053, 27.7303, 25.9651], [17.8641, 26.5585, 25.2780], [15.0399, 27.3678, 24.3498], [16.1174, 26.0628, 23.6419], [15.6533, 27.5112, 22.6579], [22.2285, 14.6083, 17.0439], [21.8718, 13.6322, 15.9700], [20.3602, 13.5646, 15.7333], [20.1965, 13.1811, 14.2080], [18.7742, 13.1094, 13.6779], [18.0615, 14.4156, 13.8526], [17.1356, 14.5256, 12.6376], [18.1152, 14.1344, 11.5393], [18.7879, 12.8335, 12.1879], [18.0785, 12.0093, 14.3625], [23.1509, 14.3375, 17.5665], [21.3999, 14.6166, 17.7870], [22.2002, 15.6273, 16.6462], [22.1929, 12.5895, 16.0612], [22.3670, 13.8121, 15.0641], [19.8108, 14.4401, 15.9454], [19.8607, 12.8124, 16.3155], [20.6418, 12.2103, 14.0081], [20.6821, 13.9665, 13.6655], [17.6172, 14.3928, 14.8535], [18.8856, 15.1986, 13.7919], [16.3220, 13.8008, 12.6250], [16.7917, 15.5521, 12.5609], [17.6274, 13.8672, 10.6098], [18.8780, 14.8830, 11.3491], [18.1475, 11.9870, 11.9634], [19.7248, 12.6198, 11.6462], [18.1206, 12.0172, 15.4666], [18.6305, 11.1207, 14.0625], [17.0715, 11.9458, 13.9793], [23.9853, 16.8867, 21.1344], [22.6582, 16.2854, 21.7313], [21.7616, 17.1109, 22.5480], [23.0014, 15.0045, 22.2030], [21.7437, 16.1583, 20.4320], [24.0672, 18.3315, 20.7228], [23.0244, 18.9450, 20.0114], [25.3652, 18.5347, 20.2149], [24.0980, 19.0595, 22.1356], [17.3301, 21.7834, 23.0966], [17.4600, 23.0137, 24.1377], [16.2589, 23.6752, 24.5886], [18.5809, 23.7723, 23.7026], [17.9754, 22.3192, 25.5262], [15.8708, 20.9240, 23.1596], [14.9228, 21.4110, 22.1450], [15.4823, 20.7236, 24.4871], [16.4596, 19.6297, 22.5703], [22.0722, 24.2410, 17.5955], [21.9586, 23.7654, 16.1097], [21.6211, 22.3737, 15.9284], [22.9457, 24.4219, 15.3676], [20.5650, 24.4394, 15.7238], [21.7365, 23.4083, 18.8497], [21.9720, 22.0146, 18.8344], [20.6186, 23.8843, 19.5869], [22.9259, 23.8146, 19.7843], [14.3164, 18.3753, 14.5635], [13.6166, 19.7132, 14.2371], [14.0969, 20.8976, 14.8443], [12.2150, 19.5082, 14.1961], [14.1115, 19.8737, 12.6457], [15.8400, 18.1396, 14.7274], [16.4011, 19.0611, 15.7252], [16.5047, 17.8550, 13.5305], [15.8975, 16.7579, 15.5605], [16.8365, 26.9315, 12.9685], [15.3461, 27.4135, 12.5361], [14.5830, 26.3201, 11.9911], [15.3681, 28.6600, 11.8738], [14.6189, 27.5635, 13.9130], [16.9555, 26.0838, 14.2860], [18.3160, 25.5008, 14.3382], [15.8699, 25.1409, 14.5157], [16.8959, 27.1930, 15.3756], [13.1032, 27.8702, 20.8970], [13.0060, 26.4343, 21.4455], [11.6821, 25.9564, 21.2625], [13.6806, 26.2035, 22.6438], [13.9254, 25.6532, 20.4351], [14.3668, 28.6845, 20.6139], [15.2834, 28.1598, 19.6522], [15.0527, 29.3491, 21.6666], [13.6867, 29.8853, 19.8447], [22.1431, 18.6595, 13.8134], [22.7429, 19.1471, 12.5067], [24.1187, 19.4403, 12.6864], [21.9705, 20.0996, 11.7213], [22.6247, 17.8257, 11.6064], [20.8991, 17.6692, 13.9688], [19.8742, 17.8594, 13.0263], [20.5600, 17.6154, 15.3307], [21.5760, 16.2666, 13.6554]], "forces_ev_per_a": [[-1.2, 0.6, 0.5], [-2.5, 2.0, 1.0], [-1.0, -1.5, 1.5], [-1.5, -0.4, 0.8], [0.7, 0.5, -2.3], [1.5, 0.2, -1.1], [-1.3, -0.3, -0.9], [-0.2, -1.3, -0.7], [-0.2, 0.6, 1.0], [0.6, -0.6, -0.2], [-0.2, -0.4, 0.0], [0.2, -0.4, 0.1], [1.2, 0.4, -0.4], [0.9, 0.5, -1.2], [1.2, -0.8, -0.3], [1.1, 0.0, -1.6], [-0.5, -0.9, -0.4], [0.6, -0.2, 0.4], [0.7, 0.8, 0.4], [-0.4, 0.3, -0.4], [-1.2, -0.4, 1.6], [0.0, 0.0, 0.5], [0.9, 0.2, 0.4], [0.8, 1.0, -0.6], [0.4, -0.8, 0.4], [0.3, -0.2, 0.3], [-0.4, 0.5, 0.6], [0.1, 0.2, 0.7], [0.1, 0.5, -0.2], [-1.0, -0.6, -0.3], [1.3, -0.4, 0.2], [0.9, -0.3, 1.0], [0.7, 0.1, 0.4], [0.1, -0.6, 0.3], [2.0, -0.7, 0.0], [2.9, -1.5, 0.7], [1.0, 0.9, 0.1], [-1.3, -0.1, -0.1], [-1.5, 0.7, -1.4], [0.0, -0.3, -0.1], [-0.3, -0.5, 0.1], [-1.4, 0.9, -0.7], [-0.1, -0.3, 0.3], [0.1, 0.3, 0.8], [-0.4, 0.2, -1.1], [0.4, -0.1, 0.0], [-0.8, -0.2, -0.3], [-0.5, 0.5, -0.5], [0.0, 0.1, -0.2], [0.0, 0.7, 0.3], [-1.7, 0.7, -0.2], [0.2, -0.2, -0.7], [-0.3, -0.8, 0.2], [-0.5, 0.7, 0.5], [0.5, 0.3, -0.6], [-0.2, -0.5, 0.0], [-0.1, 0.3, 0.6], [-0.8, 0.2, -0.1], [-0.3, 0.2, 0.6], [0.3, -0.2, -0.2], [0.2, 1.9, 0.8], [0.0, -1.3, 0.6], [-0.7, -0.8, -1.4], [-2.1, 0.2, 0.2], [0.9, -0.7, -0.3], [-0.2, 1.3, 0.0], [-0.4, 1.4, 0.4], [0.6, -1.7, 1.8], [-2.8, 0.7, 0.0], [0.2, 1.2, -1.0], [0.1, -0.8, 0.2], [0.2, -0.3, 0.4], [-0.6, 0.1, -0.7], [-0.2, 0.4, 0.0], [-0.2, 0.1, 0.1], [0.3, -0.6, 0.2], [1.2, 1.5, 0.2], [0.5, -0.3, 0.0], [0.7, 0.1, 0.0], [0.0, -0.1, -0.1], [0.2, -0.4, 0.5], [0.1, -0.5, -0.5], [0.8, -0.2, -0.2], [-0.1, 0.7, -0.4], [0.2, 0.4, -0.6], [0.4, -0.1, -0.3], [1.3, -0.6, -0.6], [0.5, -0.8, 0.3], [-0.5, -0.4, 0.1], [-0.8, -0.4, 0.4], [0.4, 0.2, 2.0], [0.9, 0.6, -0.7], [1.7, 1.2, -0.4], [0.1, 0.6, 1.9], [-0.6, 0.2, -0.8], [-0.6, 0.5, -1.4], [0.7, -0.4, 1.0], [2.1, -0.7, -0.7], [-0.3, 0.2, 0.4], [0.5, 0.8, -0.5], [0.9, 0.5, -0.8], [-0.3, -0.2, 0.1], [-1.0, 0.0, -0.3], [-1.4, -1.6, 0.6], [0.0, 0.1, -0.1], [0.0, -0.8, -0.6], [-0.9, -0.2, 0.0], [-0.1, -0.7, -0.7], [-0.1, 0.0, -0.4], [-0.7, -0.5, 1.3], [1.1, 0.5, -0.1], [-0.1, 0.2, -0.4], [-0.4, 0.3, -0.7], [-0.3, -0.2, 0.6], [-1.8, 0.1, 0.5], [-1.0, -0.5, -0.3], [0.4, 0.4, 0.4], [0.7, -0.4, -0.3], [0.3, -0.3, 0.4], [-0.2, 0.0, -0.1], [-1.5, 1.6, -0.9], [1.5, 1.1, 1.1], [-0.2, 0.4, 2.8], [1.6, -2.1, -1.0], [-0.1, -1.5, -1.7], [2.6, 0.4, 0.7], [1.0, 0.3, -0.5], [-0.3, 0.2, 0.1], [-1.3, 0.8, -0.4], [0.0, 3.3, -0.1], [1.1, 0.4, -0.5], [0.5, 0.0, 0.7], [-0.6, -1.2, 0.2], [0.1, -0.8, 0.2], [0.0, -0.5, -1.3], [-0.8, 0.5, -0.5], [-0.5, -0.7, 0.0], [-0.5, 0.1, -0.3], [-0.7, 1.0, -0.2], [-1.1, -0.7, 0.1], [-0.4, -0.1, 0.4], [0.1, -0.4, 0.1], [-0.3, -0.6, 0.0], [0.1, -1.3, 0.8], [0.6, 0.8, -0.1], [-0.5, -0.1, -0.1], [-0.1, 0.2, 0.2], [-0.5, -0.6, 0.5], [-0.2, 0.0, -0.3], [0.1, -0.5, 0.0], [1.2, 0.3, -0.1], [-1.1, 1.1, 1.2], [-0.8, 1.5, 0.5], [-0.2, -0.3, -1.4], [-1.5, -2.7, -0.7], [-1.8, 0.9, 0.4], [-0.9, -0.7, 0.2], [0.5, 1.2, -0.3], [0.5, 1.0, 0.3], [1.3, 0.2, 0.9], [-0.6, -0.6, -0.7], [0.3, 0.5, -0.5], [-0.3, 0.1, 0.4], [0.6, 0.2, -0.2], [0.9, -1.4, 0.0], [-0.3, -0.4, 0.0], [0.4, 0.1, -1.1], [-0.2, -0.9, 0.1], [0.9, 1.2, 0.3], [1.0, 0.1, 0.0], [1.0, 0.6, -0.3], [0.0, -0.2, 0.2], [0.0, -0.2, 0.0], [0.1, 0.2, 0.0], [-0.4, -0.4, -0.1], [-0.1, -0.8, -0.5], [0.1, -0.6, 1.4], [0.0, -0.8, -0.5], [-0.6, 0.3, 0.3], [-0.3, 0.6, 0.3], [-0.4, 0.8, 0.5], [0.2, -0.8, 0.0], [0.3, -0.1, -1.7], [-0.2, 0.2, -0.8], [1.2, -1.3, -0.4], [0.2, 1.6, -1.9], [-0.3, -0.6, 1.9], [-0.3, -0.6, 0.5], [-2.9, 0.2, -0.5], [-1.6, -1.7, 0.8], [0.2, -0.1, 0.0], [0.8, 0.1, 0.6], [-0.6, -0.3, -0.9], [-0.5, 0.0, 0.4], [-0.9, 0.4, 0.3], [1.0, 0.1, 1.3], [0.2, -0.3, -0.6], [-0.1, 0.5, 0.7], [0.5, -0.2, 0.5], [0.6, -0.4, -0.6], [0.0, -0.4, -0.2], [-0.3, -0.3, 0.2], [-0.2, 0.9, 0.1], [0.4, 0.4, -0.1], [0.2, -0.2, 0.1], [0.1, 0.3, 0.5], [1.7, 0.0, -0.1], [-0.4, -0.5, -0.6], [0.3, -0.1, -0.2], [1.2, 2.0, 0.7], [0.9, -1.3, 0.5], [0.5, 0.6, 1.1], [0.4, 1.1, -1.6], [-0.2, -0.3, 2.0], [1.6, 1.6, -1.6], [-0.4, -1.5, 1.2], [0.2, 0.7, 0.9], [-0.1, 0.3, -0.7], [0.1, -1.2, 0.6], [0.4, 0.2, 0.2], [-0.2, -0.4, -0.6], [-0.7, 0.2, -0.8], [0.3, 1.1, 0.0], [-0.2, 0.1, -0.1], [-0.3, 0.3, -0.1], [-1.3, -0.7, 0.4], [0.5, 0.4, -0.1], [-1.6, -0.7, -0.4], [0.4, -0.9, 0.7], [0.2, 0.3, -0.7], [-0.5, 0.1, -0.3], [0.6, -0.7, -0.7], [-0.2, 0.1, -0.1], [-0.2, -0.2, 0.3], [-1.1, -0.1, -0.3], [0.3, -0.1, 0.1], [0.3, 0.4, 0.6], [1.1, 0.0, -0.6], [-0.1, 0.9, 0.1], [-0.3, -0.2, 0.1], [-0.7, 0.1, 1.1], [-1.1, -1.4, 0.2], [0.0, -1.4, -2.4], [-0.5, 0.4, 1.4], [1.4, -0.3, 0.1], [0.5, 0.8, 0.1], [1.0, 0.4, 0.2], [0.4, -1.5, 0.7], [-1.0, 1.4, -2.1], [0.3, -1.1, 0.3], [-0.1, 0.5, -0.2], [0.7, -0.2, -0.1], [0.5, -0.1, 0.0], [0.1, 0.0, 1.1], [0.6, 1.1, -1.5], [-0.2, 1.5, 0.1], [0.2, -0.6, 0.6], [0.1, 0.0, -0.1], [0.3, 0.2, -0.6], [0.0, 0.3, -0.3], [-1.3, -0.7, 0.1], [-0.2, 0.2, 0.4], [-0.3, 0.0, -0.1], [0.0, 0.0, -0.2], [0.0, 0.2, 0.0], [-0.2, -0.1, 0.3], [0.2, 0.2, 1.3], [-0.1, 0.6, -0.7], [-0.2, -0.3, 0.0], [-0.3, 0.0, 0.1], [-1.4, -1.9, 0.8], [-1.3, 0.8, 0.9], [1.6, -0.3, -0.8], [-0.4, -0.9, 0.1], [0.3, -0.6, -0.2], [2.2, 1.4, 0.3], [-2.2, 0.7, -0.6], [1.6, 0.6, -0.8], [-0.2, 0.4, 0.1], [-2.0, 0.0, 0.9], [-0.8, -1.4, 0.0], [0.7, -0.4, -0.7], [0.3, 0.6, 0.1], [-0.3, 0.3, -0.8], [2.0, 4.1, -2.8], [1.5, -1.2, 1.8], [-1.3, -1.0, 1.5], [-0.1, -0.9, -0.2], [0.1, 0.0, -0.2], [-2.1, -1.2, 1.7], [0.7, 0.5, -0.2], [1.0, 0.5, -1.4], [0.4, 0.3, -0.3], [0.9, 0.2, 1.3], [-0.6, -1.8, -1.1], [-1.2, 0.4, 0.0], [0.8, 1.0, 0.3], [-0.3, -0.8, 0.3], [0.2, -1.1, -1.8], [0.4, 0.9, 0.4], [-0.4, 0.2, -0.3], [-0.6, 0.2, 1.3], [0.1, 1.7, 4.3], [-0.1, -1.1, -1.7], [1.2, -0.4, -1.6], [-0.6, 0.5, -0.8], [-1.1, 1.0, -0.2], [0.1, -3.3, -0.3], [0.5, 0.8, -0.4], [0.2, 0.7, 0.1], [-0.2, 1.1, 0.8], [2.2, -3.5, -1.2], [-2.6, 1.7, 0.2], [0.9, 1.5, 0.3], [-0.1, 0.1, 0.9], [-0.7, 0.3, 0.2], [-0.5, 0.5, -2.2], [-0.2, -0.5, 0.1], [0.6, -0.5, 2.7], [0.0, -0.5, 0.0], [1.4, 1.8, -1.9], [-0.2, -1.1, -0.6], [-0.4, 0.2, 1.7], [-0.3, -0.2, 0.1], [-1.5, -1.2, 2.0], [-0.7, 0.9, -2.9], [0.7, 0.0, 0.1], [0.5, -0.8, 1.0], [0.5, 0.3, 0.0], [2.3, 1.8, -0.2], [-1.0, -0.3, -1.3], [-0.4, -0.5, 1.6], [-0.3, -0.1, -0.1]]}